C7H14Se | ωB97M-V with the def2-TZVPD basis set

Summary:
Relative energy (zero: lowest compared OMol25 entry of this formula, charge and spin) ... 161.2 kJ/mol
M ... 177.15 g mol⁻¹
E_tot ... -2676.36717 a.u.
E_HOMO ... -7.60 eV
Kohn-Sham gap ... 0.3124 Eh

Atoms and positions in Å:
C  -1.84553  1.39951  -1.66358
C  -1.25732  1.44102  -0.48655
C  3.30098  0.59092  0.91227
C  -2.78101  -2.01259  -0.51188
C  1.89954  0.39058  0.29012
C  0.65767  -0.07571  1.20219
C  -0.49332  -0.50840  0.30111
Se  -1.98793  -1.28940  1.09958
H  -2.31182  2.25207  -2.09676
H  -1.58501  0.54023  -2.31115
H  -1.14799  2.14545  0.27215
H  3.49408  -0.31027  1.59525
H  3.16936  1.39643  1.70796
H  4.10997  0.74170  0.18188
H  -3.16258  -3.06203  -0.33900
H  -3.42344  -1.45476  -1.14704
H  -1.84715  -2.02719  -1.07754
H  1.68768  1.27698  -0.23639
H  2.22109  -0.28673  -0.46553
H  0.39539  0.72587  1.84364
H  1.06106  -0.98492  1.60315
H  -0.15373  -0.88876  -0.67388

Mulliken population analysis, charges in e, atoms 1 to 8:
1 C -0.61
2 C -0.26
3 C -1.19
4 C -0.84
5 C -0.64
6 C -0.68
7 C -0.62
8 Se 0.12